Arrangement A

DFT (ωB97M-V with the def2-TZVPD basis set) results for a 2-piece molecular cluster, C2H6Cl2NOP overall.

CARTESIAN COORDINATES (ANGSTROEM)
H -0.003 -0.239 -0.641
N -0.498 0.722 -0.355
C -1.657 0.552 0.190
C -2.506 -0.668 0.297
H -2.138 1.463 0.650
H -2.187 -1.233 1.229
H -3.526 -0.399 0.325
H -2.176 -1.320 -0.511
O 2.440 0.490 -1.267
P 3.737 0.239 -0.398
Cl 3.520 -1.732 0.005
Cl 3.142 0.956 1.328
H 1.852 1.169 -0.851

Molecular weight ... 162.0 g mol⁻¹
SMILES ... [H]/N=C\C.OP(Cl)Cl
Frontier orbital gap ... 10.4 eV

=====

Arrangement B

DFT (ωB97M-V with the def2-TZVPD basis set) results for a 2-piece molecular cluster, C2H6Cl2NOP overall.

CARTESIAN COORDINATES (ANGSTROEM)
C 0.978 -1.136 -1.330
C 0.808 1.091 1.417
N 0.377 -0.703 -0.053
O 0.825 0.571 0.059
P -2.636 -0.402 -0.771
Cl -2.936 1.596 -0.295
Cl -3.130 -1.169 0.958
H 0.239 -1.420 -2.203
H 1.523 -0.323 -1.827
H 1.751 -1.862 -0.936
H 0.599 2.122 1.179
H 1.757 0.975 1.816
H -0.155 0.661 1.988

Molecular weight ... 162.0 g mol⁻¹
Frontier orbital gap (spin up / spin down) ... 7.6 / 8.6 eV

=====

We find arrangement A to be the most stable, with the next structure 103.0 kcal/mol higher.

=====

Arrangement A

DFT (ωB97M-V with the def2-TZVPD basis set) results for a single C4H7N molecule.

CARTESIAN COORDINATES (ANGSTROEM)
C -0.178 0.529 -0.697
C -0.163 -0.594 0.207
C 0.307 0.395 -2.050
C -0.416 -0.694 1.640
N 0.693 1.448 -2.639
H -0.433 1.598 -0.505
H 0.189 -1.529 -0.287
H 0.486 -0.607 -2.541
H 0.270 -0.012 2.172
H -0.420 -1.780 2.065
H -1.291 -0.119 1.802
H 0.961 1.312 -3.623

2S+1 ... 3
Molecular weight ... 69.1 g mol⁻¹
<S²> ... 2.023
Frontier orbital gap (spin up / spin down) ... 7.1 / 7.7 eV

=====

Arrangement B

DFT (ωB97M-V with the def2-TZVPD basis set) results for a single C4H7N molecule.

CARTESIAN COORDINATES (ANGSTROEM)
C -0.564 -0.126 -0.123
C 1.372 0.784 0.282
C 1.477 -0.710 -0.138
C -2.003 0.173 -0.014
N 0.115 -1.103 -0.530
H 1.190 1.412 -0.648
H 1.445 1.140 1.287
H 2.186 -0.763 -0.947
H 1.792 -1.324 0.601
H -2.087 0.981 0.706
H -2.463 -0.692 0.489
H -2.459 0.228 -0.965

2S+1 ... 3
Molecular weight ... 69.1 g mol⁻¹
<S²> ... 2.008
Frontier orbital gap (spin up / spin down) ... 7.3 / 9.9 eV

=====

We find arrangement A to be the most stable, with the next structure 23.7 kcal/mol higher.

=====

Arrangement A

DFT (ωB97M-V with the def2-TZVPD basis set) results for a 3-piece molecular cluster, C4H16NO3 overall.

CARTESIAN COORDINATES (ANGSTROEM)
C 1.289 1.384 -0.434
C 0.436 0.166 -0.714
C -0.735 0.285 -1.695
C -1.052 -1.031 -2.349
O -1.476 -1.903 -1.291
N -0.114 -0.357 0.592
H 1.270 1.660 0.623
H 1.028 2.242 -1.047
H 2.334 1.229 -0.689
H 1.067 -0.633 -1.086
H -1.602 0.684 -1.168
H -0.522 1.011 -2.469
H -1.847 -0.874 -3.075
H -0.171 -1.469 -2.825
H -1.701 -2.779 -1.637
H -0.395 0.357 1.274
H -0.918 -0.968 0.435
H 0.598 -0.964 1.018
H 0.465 -2.043 3.516
H 1.923 -2.004 3.222
O 1.071 -1.873 2.784
H -0.483 2.456 3.112
H -0.115 3.121 1.732
O -0.350 2.301 2.172

Molecular weight ... 126.2 g mol⁻¹
Charge ... +1
Frontier orbital gap ... 11.7 eV

=====

Arrangement B

DFT (ωB97M-V with the def2-TZVPD basis set) results for a 4-piece molecular cluster, C4H16NO3 overall.

CARTESIAN COORDINATES (ANGSTROEM)
C 0.518 -1.388 0.447
C -0.958 -0.804 0.480
C -1.791 -1.894 0.967
C -2.765 -2.439 0.229
N 1.446 -0.214 0.242
H 0.649 -1.484 1.549
H 0.830 -2.136 -0.244
H -0.866 0.145 1.016
H -1.268 -0.472 -0.562
H -1.576 -2.184 2.001
H -3.570 -3.096 0.428
H -2.826 -2.162 -0.836
H 2.299 -0.660 0.563
H 1.506 0.062 -0.733
H 1.163 0.643 0.765
H 1.405 -0.135 2.968
H 1.470 1.160 3.718
O 1.434 0.815 2.794
H -0.100 3.386 -1.597
H -0.146 4.313 -2.805
O 0.362 3.576 -2.442
H 0.886 0.314 -3.042
H 0.375 1.703 -2.342
O 0.668 0.786 -2.229

Molecular weight ... 126.2 g mol⁻¹
Charge ... +1
Frontier orbital gap ... 10.0 eV

=====

Arrangement C

DFT (ωB97M-V with the def2-TZVPD basis set) results for a 4-piece molecular cluster, C4H16NO3 overall.

CARTESIAN COORDINATES (ANGSTROEM)
C -0.937 0.591 2.744
C 0.167 -0.278 2.094
C 0.151 -0.397 0.557
C -1.400 -2.289 0.749
N -0.440 -1.694 0.173
H -1.814 0.746 2.096
H -0.728 1.643 2.934
H -1.258 0.086 3.653
H 0.441 -1.155 2.670
H 1.008 0.391 2.323
H 1.190 -0.186 0.347
H -0.453 0.379 0.115
H -1.735 -1.728 1.618
H -1.829 -3.213 0.391
H -0.017 -2.044 -0.686
H -1.604 2.755 -0.453
H -0.052 3.075 -1.027
O -0.992 3.244 -0.994
H 0.275 1.391 -1.620
H 0.341 1.400 -3.160
O 0.693 0.970 -2.373
H 3.165 -1.454 -2.243
H 2.423 -0.863 -1.223
O 2.283 -1.050 -2.160

Molecular weight ... 126.2 g mol⁻¹
Charge ... +1
Frontier orbital gap ... 9.3 eV

=====

We find arrangement A to be the most stable, with the next structure 42.6 kcal/mol higher.